(a)
Computed, not measured: 3 unconnected molecules or ions with the total composition C5H13NO2, with the ωB97M-V functional and the def2-TZVPD basis.

Lowest unoccupied orbital energy (alpha / beta) = 0.0292 / 0.0292 hartree
HOMO energy (alpha / beta) = -5.62 / -5.87 eV
Multiplicity = 1
Frontier orbital gap (alpha / beta) = 6.4129 / 6.6645 eV

Atoms and positions in Å:
C -1.48 -0.44 1.03
C 0.78 0.37 0.57
C 2.12 0.18 -1.63
C 0.16 0.07 -0.62
C -2.71 -0.08 0.25
N 0.95 1.61 1.08
O -1.39 -1.84 1.17
O 2.72 -1.06 -1.35
H -0.62 -2.05 1.71
H 2.17 -1.76 -1.74
H -1.44 0.06 2.01
H 1.37 -0.41 1.05
H 1.70 1.78 1.73
H 0.51 2.40 0.65
H 2.79 0.97 -1.29
H 1.85 0.31 -2.69
H -0.42 0.82 -1.14
H 0.06 -0.97 -0.91
H -2.80 1.00 0.16
H -3.63 -0.45 0.72
H -2.68 -0.51 -0.76

***

(b)
Computed, not measured: 2 unconnected molecules or ions with the total composition C5H13NO2, with the ωB97M-V functional and the def2-TZVPD basis.

Lowest unoccupied orbital energy = 0.0321 hartree
HOMO energy = -9.24 eV
Multiplicity = 1
SMILES = CC(=O)C(C)(C)N.O
Frontier orbital gap = 10.1182 eV

Atoms and positions in Å:
C 0.39 -0.44 -0.16
C 0.91 -0.38 -1.61
C 1.44 0.07 0.83
N 0.09 -1.82 0.22
H -0.03 1.49 -0.56
H -0.48 -2.27 -0.48
H 0.95 -2.36 0.30
H 1.18 0.64 -1.86
H 1.65 1.12 0.69
H 0.14 -0.71 -2.30
H 1.79 -1.01 -1.73
H 1.10 -0.06 1.86
H 2.38 -0.46 0.70
C -1.81 0.02 1.37
C -1.21 0.25 0.03
O -0.12 2.55 -0.38
O -1.79 0.52 -0.98
H -0.67 2.99 -1.03
H -1.77 -1.04 1.60
H -1.26 0.57 2.12
H -2.85 0.34 1.36

***

Question: of the structures shown, which is the most stable? Reply: (b).